Record 1
Density functional theory data (ωB97M-V with the def2-TZVPD basis set) for an isolated ion of composition C22H29N2O4 and charge +1 in a non-equilibrium geometry.

Its charge is +1. As for the LUMO energy: -0.077 hartree. For the HOMO energy, the calculation gives -10.17 eV. The SMILES is O[C@H](COCc1ccc2c(c1)OCO2)CN1CC[NH+](Cc2ccccc2)CC1. The value obtained for the gap between HOMO and LUMO is 0.296 Eh. For the energy above the lowest of the compared OMol25 structures with the same formula, charge and spin, the calculation gives 35.8 kcal per mole.

Each line ends with the natural charge from an NBO analysis.
Positions of all 57 atoms, in Å:
O (0.11984, 0.92503, -0.14340)  -0.755
C (-0.57922, 0.64658, 1.06275)  0.053
C (-1.93642, 0.04043, 0.69846)  -0.094
O (-2.50464, 0.92660, -0.24404)  -0.567
C (-3.79180, 0.53437, -0.69972)  -0.074
C (-3.77843, -0.76602, -1.46434)  -0.079
C (-2.93079, -0.91112, -2.55251)  -0.210
C (-2.87144, -2.09182, -3.28856)  -0.252
C (-3.70187, -3.11313, -2.89635)  0.229
C (-4.55991, -2.97436, -1.80063)  0.311
C (-4.60943, -1.81695, -1.06433)  -0.285
O (-5.26299, -4.12882, -1.62744)  -0.483
C (-4.85243, -4.99612, -2.66583)  0.233
O (-3.85066, -4.35728, -3.43199)  -0.468
C (-0.80067, 1.93324, 1.89867)  -0.236
N (0.34100, 2.76810, 2.16061)  -0.451
C (1.41599, 2.27002, 2.96543)  -0.236
C (2.51461, 1.55203, 2.13461)  -0.248
N (2.43574, 1.99146, 0.72363)  -0.407
C (3.61826, 1.56048, -0.06290)  -0.245
C (3.82505, 0.07017, 0.02140)  0.004
C (4.93439, -0.45295, 0.67293)  -0.230
C (5.12042, -1.82298, 0.74364)  -0.193
C (4.19448, -2.67870, 0.17185)  -0.191
C (3.08433, -2.16250, -0.47681)  -0.183
C (2.90030, -0.79370, -0.55643)  -0.250
C (2.19754, 3.44536, 0.66501)  -0.241
C (0.76989, 3.73494, 1.17522)  -0.223
H (-0.55877, 1.23166, -0.76775)  0.516
H (0.02584, -0.08022, 1.61410)  0.186
H (-2.57325, -0.05068, 1.58705)  0.188
H (-1.80530, -0.95571, 0.25459)  0.201
H (-4.47760, 0.46592, 0.15390)  0.180
H (-4.11165, 1.35649, -1.34590)  0.209
H (-2.30308, -0.08169, -2.84207)  0.209
H (-2.21535, -2.20016, -4.13520)  0.234
H (-5.27500, -1.72400, -0.22239)  0.229
H (-4.45061, -5.92475, -2.23358)  0.166
H (-5.71341, -5.23578, -3.30924)  0.166
H (-1.54744, 2.54180, 1.38485)  0.224
H (-1.22170, 1.63007, 2.86091)  0.211
H (1.01928, 1.58919, 3.71769)  0.231
H (1.86094, 3.12173, 3.49058)  0.207
H (2.39664, 0.46823, 2.15957)  0.235
H (3.50428, 1.79826, 2.52453)  0.222
H (1.57751, 1.53980, 0.30551)  0.497
H (3.45352, 1.85741, -1.10205)  0.231
H (4.49736, 2.08761, 0.31670)  0.224
H (5.66329, 0.21028, 1.11531)  0.216
H (5.98948, -2.22000, 1.24408)  0.229
H (4.34035, -3.74599, 0.22601)  0.229
H (2.36434, -2.82652, -0.92919)  0.225
H (2.03766, -0.39828, -1.07232)  0.225
H (2.31029, 3.79325, -0.36237)  0.234
H (2.94672, 3.94480, 1.28289)  0.219
H (0.06451, 3.73654, 0.34377)  0.216
H (0.75999, 4.73843, 1.62109)  0.211

Atoms 1-2, force components in eV/Å:
0.0 0.1 -0.4
-0.7 0.1 0.5

Record 2
Density functional theory data (ωB97M-V with the def2-TZVPD basis set) for C30H27FeN4PS3Te as an isolated structure in a non-equilibrium geometry.

As for the LUMO energy (spin up / spin down): -0.014 / -0.014 hartree. For the HOMO energy (spin up / spin down), the calculation gives -6.39 / -6.39 eV. The value obtained for the gap between HOMO and LUMO (spin up / spin down) is 0.221 / 0.221 Eh. For the energy above the lowest of the compared OMol25 structures with the same formula, charge and spin, the calculation gives 21.6 kcal per mole.

Each line ends with the natural charge from an NBO analysis.
Positions of all 67 atoms, in Å:
Fe (-1.27898, 0.60876, 0.50001)  0.519
C (-1.73143, -3.86479, 3.99376)  -0.756
S (-0.89846, -2.27815, 4.19602)  0.299
C (-1.48120, -1.35470, 2.81756)  -0.080
S (-1.04116, 0.31258, 2.84317)  -0.189
N (-2.18292, -1.92313, 1.89185)  -0.439
N (-2.60441, -0.93325, 0.97657)  -0.243
C (-3.82272, -0.61355, 1.11876)  0.057
C (-4.24259, 0.61056, 0.45244)  0.149
C (-5.55664, 1.03549, 0.37599)  -0.219
C (-5.82665, 2.25453, -0.22654)  -0.148
C (-4.77818, 3.01014, -0.72071)  -0.246
C (-3.48535, 2.52952, -0.57302)  0.074
N (-3.22369, 1.35513, -0.00604)  -0.465
H (-1.98417, -4.23414, 4.98655)  0.225
H (-1.08700, -4.58215, 3.49099)  0.216
H (-2.64039, -3.72674, 3.41244)  0.246
H (-4.49980, -1.09424, 1.81761)  0.207
H (-6.34997, 0.42354, 0.78560)  0.227
H (-6.84546, 2.61377, -0.30119)  0.225
H (-4.94305, 3.97180, -1.18673)  0.232
H (-2.62607, 3.11318, -0.88152)  0.230
N (-0.97742, 0.61635, -1.65722)  -0.852
C (-0.41349, -0.56496, -2.23418)  0.245
C (-0.80383, -1.04187, -3.47911)  -0.252
C (-0.20483, -2.18057, -3.99487)  -0.186
C (0.79460, -2.83137, -3.28271)  -0.214
C (1.17796, -2.35357, -2.03826)  -0.165
C (0.56348, -1.22698, -1.49704)  -0.413
P (0.82994, -0.55878, 0.16977)  1.021
C (2.27575, 0.52681, 0.01242)  -0.351
C (2.73014, 1.19022, 1.15403)  -0.194
C (3.81046, 2.05376, 1.07434)  -0.202
C (4.42246, 2.29415, -0.14952)  -0.216
C (3.95497, 1.66673, -1.29311)  -0.156
C (2.88808, 0.77916, -1.21247)  -0.227
C (1.43924, -2.01463, 1.07549)  -0.344
C (0.64199, -3.15990, 1.06186)  -0.197
C (1.06332, -4.31618, 1.69957)  -0.209
C (2.26695, -4.33348, 2.39111)  -0.220
C (3.05543, -3.19408, 2.42387)  -0.154
C (2.65169, -2.04269, 1.75924)  -0.213
H (-1.79989, 0.92191, -2.16320)  0.389
H (-0.30269, 1.38085, -1.70926)  0.417
H (-1.56947, -0.51982, -4.04410)  0.213
H (-0.51415, -2.55689, -4.96237)  0.218
H (1.26760, -3.71463, -3.69280)  0.219
H (1.93963, -2.87061, -1.46757)  0.231
H (2.22779, 1.03697, 2.10252)  0.240
H (4.15696, 2.56031, 1.96719)  0.218
H (5.25326, 2.98675, -0.21327)  0.213
H (4.41795, 1.86388, -2.25229)  0.208
H (2.54722, 0.27551, -2.10999)  0.218
H (-0.30901, -3.15176, 0.54525)  0.233
H (0.44535, -5.20510, 1.65823)  0.213
H (2.58956, -5.23410, 2.89969)  0.213
H (3.99782, -3.19871, 2.95794)  0.207
H (3.29332, -1.17265, 1.77388)  0.227
Te (-0.34875, 3.05522, 0.98778)  -0.080
C (0.68863, 3.84930, -0.66192)  -0.474
C (1.82524, 4.60495, -0.60515)  -0.306
C (2.29459, 5.02969, -1.88054)  -0.245
C (1.51842, 4.59216, -2.90795)  -0.446
S (0.19548, 3.67969, -2.30541)  0.368
H (2.32005, 4.84010, 0.32830)  0.229
H (3.18025, 5.63504, -2.02704)  0.220
H (1.64828, 4.76962, -3.96466)  0.234

Atoms 1-2, force components in eV/Å:
0.2 -0.6 -0.8
-0.1 0.0 0.0